{"formula": "C5H6HgLiO4", "method": "wB97M-V/def2-TZVPD", "spin_multiplicity": 2, "homo_lumo_gap_ev": [4.1, 3.2], "energy_ha": -655.72340, "mol_weight_g_mol": 337.630, "de_lowest_kj_mol": 711.3, "symbols": ["O", "C", "C", "H", "O", "H", "C", "O", "H", "H", "H", "H", "C", "Hg", "C", "O", "Li"], "coordinates": [[1.4540, -0.0197, -0.5250], [-1.3298, -1.5037, 0.3094], [-1.4102, 0.9830, 0.0124], [-1.5483, 1.0730, 1.0965], [3.2487, 0.1189, 0.7448], [0.4513, 1.6422, -1.2216], [-1.0992, -0.2896, -0.4290], [1.7974, 1.7815, 0.7974], [0.2498, 0.2086, -2.1106], [-1.0647, -1.7077, -1.0081], [-1.8390, 1.7139, -0.6814], [-0.8951, -1.4209, 1.3315], [2.1673, 0.6533, 0.3891], [4.1108, 2.0555, 2.0443], [0.2733, 0.5698, -1.0725], [-2.5441, -2.1011, 0.3739], [-2.0222, -3.7570, -0.0512]], "forces_ev_per_a": [[-2.994, -1.070, -2.023], [-0.881, -0.416, 0.434], [-1.938, -1.219, -0.508], [0.170, 0.479, -0.168], [-1.751, -1.064, -1.281], [-0.894, 0.115, 1.118], [-1.072, 3.502, -0.074], [-1.797, -0.662, -1.120], [-0.348, -0.210, 0.218], [0.957, -0.653, 0.766], [0.908, 0.273, 0.441], [1.213, -1.159, -0.595], [3.611, 2.308, 3.097], [0.847, 0.759, 0.766], [3.057, -2.136, -0.763], [1.142, 0.743, -0.442], [-0.231, 0.409, 0.133]]}